The following is a quantum chemistry calculation of a 17-piece molecular cluster, C28H90O17 overall at a distorted geometry, from OMol25.

Summary:
Energy relative to the best compared isomer or geometry (same formula, charge and spin), eV: 4.364
Total charge: 0
HOMO energy, eV: -9.54

```
135
Properties=species:S:1:pos:R:3:forces:R:3
C 21.159 4.130 16.973 0.9 0.7 1.2
O 19.937 4.785 16.801 -1.0 0.5 -1.1
H 21.247 3.116 16.580 -0.2 0.1 -0.2
H 21.937 4.782 16.576 0.1 -0.3 -0.3
H 21.282 4.143 18.055 0.7 -0.7 0.1
H 19.295 4.319 17.342 -0.3 0.0 0.2
C 23.823 13.142 22.439 -0.8 -0.1 2.3
O 23.762 12.105 21.522 1.0 -0.1 -1.6
H 23.072 13.924 22.330 0.1 0.2 -0.6
H 23.580 12.676 23.394 -0.1 0.2 0.6
H 24.804 13.579 22.628 0.1 -0.1 -0.9
H 22.846 11.851 21.391 -0.2 -0.2 0.3
C 18.740 4.517 20.232 -0.4 0.0 -1.2
O 18.760 3.538 19.162 0.1 0.2 0.5
H 19.054 5.445 19.755 0.2 0.1 0.2
H 17.709 4.665 20.552 0.1 0.0 0.4
H 19.411 4.276 21.057 -0.1 -0.2 -0.1
H 18.030 2.927 19.286 0.1 -0.1 0.1
C 15.107 5.199 17.823 -1.3 0.5 -0.1
O 13.777 5.452 17.304 0.8 -0.4 -0.1
H 15.095 4.256 18.370 0.3 0.0 0.1
H 15.824 5.163 17.003 0.2 0.1 0.2
H 15.276 6.039 18.496 0.5 -0.2 0.0
H 13.740 4.894 16.524 -0.5 0.1 -0.1
C 18.415 6.263 12.346 -1.6 -0.1 0.9
O 18.184 5.493 11.150 0.7 0.9 0.7
H 18.468 7.346 12.237 0.8 -0.2 -0.9
H 17.528 6.227 12.979 -0.5 -0.3 0.1
H 19.159 5.895 13.052 0.7 -0.1 -0.6
H 18.147 4.575 11.427 0.0 -0.1 -0.1
C 20.742 11.688 20.234 -0.4 0.9 -1.4
O 21.004 11.260 21.552 0.1 -0.4 -0.3
H 19.692 11.632 19.944 -0.2 0.0 0.4
H 21.085 12.710 20.075 -0.1 0.3 0.2
H 21.237 11.158 19.421 0.5 -0.8 0.7
H 20.351 11.704 22.098 0.1 0.0 0.3
C 25.104 13.960 17.406 -0.7 0.5 0.4
C 24.585 13.429 18.736 1.7 -0.6 0.2
O 25.670 13.479 19.754 -1.4 -0.1 -1.5
H 25.735 13.276 16.838 0.3 0.0 0.5
H 25.581 14.917 17.618 0.3 -0.1 -0.4
H 24.253 14.149 16.753 -0.1 0.1 0.0
H 24.319 12.385 18.569 -0.2 -0.2 0.3
H 23.705 13.953 19.110 0.1 0.2 -0.1
H 25.377 12.782 20.345 0.1 -0.1 0.5
C 26.604 3.544 16.573 2.2 0.4 0.8
C 25.873 2.505 17.437 -1.6 0.5 -1.5
O 24.509 2.928 17.741 1.1 -0.4 -0.1
H 27.662 3.365 16.765 0.5 -0.2 0.2
H 26.547 4.593 16.865 -0.7 0.0 0.4
H 26.662 3.581 15.486 -1.3 -0.8 -0.1
H 26.351 2.208 18.371 0.4 0.5 -0.1
H 25.803 1.597 16.837 -0.1 -0.2 0.1
H 24.606 3.266 18.634 -0.4 0.3 0.4
C 28.456 10.492 17.376 -0.5 -1.3 0.0
C 28.436 11.292 16.139 1.2 0.8 -0.9
O 29.423 10.802 15.216 -0.2 -0.2 0.0
H 29.375 10.647 17.941 -0.5 0.4 0.4
H 28.469 9.423 17.162 -0.1 -0.2 -0.3
H 27.483 10.658 17.840 0.5 0.2 0.9
H 28.777 12.295 16.393 -0.6 0.4 0.0
H 27.484 11.327 15.610 -0.3 0.0 0.3
H 29.287 11.351 14.440 0.3 -0.1 -0.4
C 24.597 5.959 13.827 -1.6 -0.3 -0.5
C 23.161 6.287 13.346 -0.5 0.1 0.8
O 22.262 5.202 13.589 0.6 -1.1 -0.2
H 24.639 5.809 14.906 0.1 0.5 0.1
H 25.233 6.754 13.437 0.3 -0.1 0.4
H 24.873 4.987 13.417 0.2 0.1 -0.3
H 23.166 6.587 12.298 0.1 -0.1 -0.1
H 22.664 7.075 13.912 0.8 0.8 -0.1
H 21.350 5.473 13.456 0.1 0.3 -0.1
C 29.228 7.276 14.555 -1.4 -1.3 -0.7
C 28.258 7.752 13.379 2.0 0.7 1.1
O 27.470 8.881 13.888 0.4 -1.3 -1.1
H 28.885 6.345 15.006 -0.4 0.2 0.5
H 29.294 8.079 15.289 0.2 -0.2 0.0
H 30.225 6.973 14.237 0.1 0.6 -0.4
H 27.646 7.062 12.797 -0.4 -0.3 1.0
H 29.037 7.996 12.657 -0.4 1.2 -0.5
H 27.925 9.116 14.700 0.0 0.4 0.0
C 24.436 10.700 13.651 0.4 -0.4 -0.7
C 25.022 10.511 12.243 -1.2 0.0 -1.4
O 26.313 11.016 12.052 0.6 0.0 0.4
H 24.602 9.789 14.227 0.0 0.0 0.2
H 23.363 10.889 13.610 0.1 0.1 0.0
H 24.969 11.521 14.131 -0.2 0.1 0.1
H 24.465 10.937 11.409 -0.6 1.1 0.6
H 24.892 9.507 11.839 0.6 -0.8 0.9
H 26.891 10.447 12.566 0.4 -0.2 0.2
C 23.077 8.533 9.540 -0.1 0.9 -0.5
C 21.858 8.561 10.393 -1.1 -0.4 0.9
O 22.240 9.195 11.626 0.1 0.0 -0.5
H 23.243 9.584 9.304 0.7 0.1 0.1
H 22.956 8.083 8.554 -0.1 -0.5 0.3
H 23.904 8.111 10.112 0.1 0.0 -0.3
H 21.425 7.580 10.590 0.4 -0.5 0.3
H 20.997 9.057 9.946 0.2 0.6 -0.3
H 21.460 9.474 12.111 -0.2 -0.4 0.1
C 17.085 8.904 16.448 0.8 2.1 0.6
C 17.035 10.235 17.332 -1.1 -1.3 -0.7
O 15.873 11.054 17.001 0.9 -1.1 0.3
H 16.190 8.285 16.503 0.0 0.3 0.2
H 17.972 8.351 16.760 -0.1 -0.2 -0.1
H 17.275 9.249 15.432 -0.1 -0.4 -0.3
H 17.887 10.898 17.181 0.5 -0.5 0.1
H 16.984 9.868 18.357 -0.2 0.7 0.2
H 15.884 10.941 16.048 -0.6 0.4 -0.3
C 19.149 10.981 13.093 -0.8 -0.4 -0.4
C 20.188 10.369 13.988 -0.1 -0.7 -0.6
O 20.131 8.905 13.808 0.1 2.1 0.0
H 19.346 10.713 12.055 0.2 0.2 -0.1
H 19.047 12.064 13.166 0.3 0.0 0.1
H 18.170 10.538 13.276 -0.1 0.0 0.3
H 20.056 10.676 15.026 -0.1 -0.3 0.2
H 21.146 10.772 13.660 0.4 -0.2 0.2
H 20.488 8.556 14.628 -0.1 -0.6 0.4
C 23.092 6.050 20.409 -0.6 1.5 1.0
C 23.023 4.557 20.515 1.1 0.4 2.2
O 24.345 4.029 20.640 1.4 -0.8 -2.2
H 23.593 6.604 19.615 0.1 -0.9 -0.5
H 23.548 6.449 21.315 0.3 -0.1 0.1
H 22.090 6.470 20.487 -0.3 -0.1 -0.3
H 22.361 4.112 19.772 0.6 -0.5 0.0
H 22.771 4.308 21.546 -2.0 0.4 -0.2
H 24.626 3.849 21.540 -0.5 0.1 -0.1
C 22.658 8.529 16.260 0.1 0.4 0.2
C 21.419 8.463 17.217 1.5 0.2 -2.2
O 20.353 7.869 16.449 0.3 0.5 1.0
H 23.140 7.563 16.108 0.0 0.0 0.3
H 23.400 9.284 16.522 0.3 -0.3 0.9
H 22.476 8.916 15.257 -0.9 -0.2 -0.1
H 21.182 9.495 17.478 -0.5 -0.1 0.2
H 21.691 7.894 18.107 -0.3 0.0 0.1
H 20.332 6.940 16.689 -0.3 -0.6 -0.2
```
Forces are in eV/Å.

Atom charges from the Mulliken analysis, given in e for atoms 1 to 5:
1 C 0.28
2 O -0.46
3 H 0.35
4 H 0.09
5 H -0.29